Model w:
This record from the OMol25 dataset describes a 2-piece molecular cluster, C5H16NO overall. The level of theory is the ωB97M-V functional and the def2-TZVPD basis.

```
23
Properties=species:S:1:pos:R:3:mulliken_charge:R:1
C 1.45692 0.50340 0.67736 -1.51
C 0.22468 0.91149 -0.11919 -0.10
C -0.20971 -0.02758 -1.26653 0.63
C 0.56356 0.40179 -2.49887 -1.55
C -0.02270 -1.51651 -0.92346 -1.57
N -0.94443 0.87584 0.94900 -0.24
H 2.35222 0.57579 0.05346 0.39
H 1.40165 -0.55016 0.95035 0.34
H 1.63860 1.12627 1.54847 0.44
H 0.31463 1.97940 -0.30755 0.47
H -1.28869 0.13568 -1.39486 0.39
H 1.51780 -0.11812 -2.55070 0.35
H 0.64647 1.48962 -2.60011 0.39
H 0.08170 0.23787 -3.46950 0.40
H -0.51174 -2.07936 -1.70967 0.42
H -0.44980 -1.73944 0.04554 0.34
H 1.03770 -1.74197 -0.80253 0.39
H -1.02326 -0.01969 1.47193 0.33
H -1.78660 0.92368 0.38126 0.35
H -0.85891 1.72317 1.52049 0.36
H -0.70541 -0.83658 3.68146 0.28
H -2.07768 -1.38531 3.38309 0.30
O -1.35699 -0.86927 2.98055 -0.62
```

* lowest unoccupied orbital energy: -3.08 eV
* net charge: +1
* gap between HOMO and LUMO: 12.31 eV

Model x:
This record from the OMol25 dataset describes a 2-piece molecular cluster, C5H16NO overall. The level of theory is the ωB97M-V functional and the def2-TZVPD basis.

```
23
Properties=species:S:1:pos:R:3:mulliken_charge:R:1
C 1.46174 -1.69356 -0.14732 -1.46
C 0.98490 -0.31539 0.33431 0.03
C 0.51826 0.73930 -0.65597 0.45
C 1.57507 0.82464 -1.79863 -1.56
C -0.88253 0.55838 -1.28094 -1.31
N -0.08155 -0.51972 1.41061 -0.32
H 2.49060 -1.67683 -0.48016 0.37
H 0.79618 -1.96315 -0.97289 0.38
H 1.32262 -2.39883 0.67023 0.43
H 1.79056 0.13859 0.91656 0.37
H 0.48662 1.73917 -0.21001 0.33
H 1.16417 1.50464 -2.53811 0.41
H 1.68800 -0.16201 -2.25262 0.39
H 2.56185 1.07637 -1.41871 0.41
H -1.12769 1.50946 -1.73751 0.44
H -1.60750 0.23920 -0.53448 0.29
H -0.83850 -0.20672 -2.06020 0.31
H -0.84265 -1.10113 1.06154 0.35
H -0.45560 0.32352 1.84469 0.33
H 0.28670 -1.04356 2.20799 0.35
H -3.46978 0.15054 2.34116 0.30
H -3.25296 1.18393 1.26180 0.32
O -2.78817 0.44805 1.70929 -0.61
```

* lowest unoccupied orbital energy: -3.19 eV
* net charge: +1
* gap between HOMO and LUMO: 12.06 eV

The data favor model x; the next most stable structure lies 5.5 kJ/mol above it.

Model w:
This record from the OMol25 dataset describes a 2-piece molecular cluster, C2H5N2 overall. The level of theory is the ωB97M-V functional and the def2-TZVPD basis.

```
9
Properties=species:S:1:pos:R:3:mulliken_charge:R:1
C -0.11527 1.02183 -0.03091 0.09
C 0.09092 -0.85343 -0.05022 -0.17
N 0.94540 0.23412 -0.15225 -0.40
N -1.06701 0.09975 0.02986 -0.19
H -0.07014 2.09487 -0.24744 0.35
H 0.04774 -1.52525 -0.92493 0.27
H 0.11749 -1.45273 0.91507 0.29
H 2.13312 0.24363 0.57080 0.49
H -2.08225 0.13722 -0.10998 0.28
```

* lowest unoccupied orbital energy: -5.15 eV
* net charge: +1
* gap between HOMO and LUMO: 11.27 eV

Model x:
This record from the OMol25 dataset describes an isolated ion of composition C2H5N2 and charge +1. The level of theory is the ωB97M-V functional and the def2-TZVPD basis.

```
9
Properties=species:S:1:pos:R:3:mulliken_charge:R:1
C 0.17607 0.58638 -0.15152 0.26
C -0.45131 -0.47485 -0.93923 -0.06
N -0.32809 -1.37033 0.13405 -0.45
N 0.79712 1.03717 0.83761 -0.21
H -1.43467 -0.19140 -1.34206 0.30
H 0.22056 -0.71771 -1.77604 0.27
H -1.14784 -1.40523 0.73937 0.27
H 1.07528 2.02509 0.82961 0.31
H 1.09287 0.51089 1.66821 0.31
```

* lowest unoccupied orbital energy (alpha / beta): -6.19 / -5.94 eV
* net charge: +1
* gap between HOMO and LUMO (alpha / beta): 9.60 / 9.63 eV

The data favor model w; the next most stable structure lies 137.1 kJ/mol above it.

Model w:
This record from the OMol25 dataset describes an isolated ion of composition C6H12NO and charge -1. The level of theory is the ωB97M-V functional and the def2-TZVPD basis.

```
20
Properties=species:S:1:pos:R:3:mulliken_charge:R:1
C 1.37029 -2.50807 -1.55297 -0.31
O 1.93687 -2.57478 -2.70960 -0.81
C 1.39572 -1.08807 -0.79888 -0.46
C 1.07647 -0.87177 0.63877 -0.59
C 0.39578 0.45018 0.80259 -0.48
C -0.78621 0.69311 0.19517 -0.07
N -1.17318 2.07901 0.41409 -0.28
C -2.48574 2.39618 0.90092 -0.89
H 1.93792 -3.26552 -0.91590 0.14
H 0.16923 -2.78946 -1.51514 0.02
H 2.32555 -0.65104 -1.32186 0.22
H 0.71918 -0.46065 -1.53416 0.13
H 1.97887 -0.92256 1.26420 0.31
H 0.60968 -1.72285 1.08107 0.34
H 0.98225 1.16666 1.32203 0.19
H -1.31596 -0.08082 -0.34374 0.42
H -0.39358 2.67662 0.84041 0.26
H -2.52312 3.33290 1.40859 0.35
H -3.21406 2.31888 0.07459 0.25
H -3.00597 1.82205 1.74983 0.27
```

* SMILES: CN/C=C/CCC[O-]
* lowest unoccupied orbital energy: 3.21 eV
* net charge: -1
* gap between HOMO and LUMO: 5.35 eV

Model x:
This record from the OMol25 dataset describes an isolated ion of composition C6H12NO and charge -1. The level of theory is the ωB97M-V functional and the def2-TZVPD basis.

```
20
Properties=species:S:1:pos:R:3:mulliken_charge:R:1
C 1.15983 0.86321 0.37257 -0.71
N 1.46661 -0.48718 0.77729 -0.53
C 2.14908 -1.33711 -0.30459 -0.26
O 2.48191 -0.67562 -1.38817 -0.83
C -0.02671 1.10243 -0.56310 -0.68
C -1.42620 1.26294 0.03008 -0.51
C -2.21470 0.00639 0.30923 -0.05
C -1.79219 -1.24359 0.20680 -0.87
H 2.02267 1.22222 -0.18980 0.36
H 1.11180 1.50810 1.26517 0.35
H 0.63416 -0.91182 1.15851 0.30
H 3.00509 -1.80285 0.22938 0.23
H 1.42000 -2.16568 -0.48456 0.13
H 0.13154 2.03801 -1.12462 0.38
H -0.03507 0.36892 -1.37014 0.33
H -1.41459 1.88657 0.92507 0.29
H -2.07739 1.81813 -0.65805 0.32
H -3.28008 0.10586 0.50579 0.30
H -2.51015 -2.01626 0.37603 0.24
H -0.80561 -1.54266 -0.07288 0.22
```

* SMILES: C=CCCCNC[O-]
* lowest unoccupied orbital energy: 3.73 eV
* net charge: -1
* gap between HOMO and LUMO: 6.01 eV

The data favor model x; the next most stable structure lies 188.7 kJ/mol above it.

Model w:
This record from the OMol25 dataset describes a 2-piece molecular cluster, C4H13N2O2 overall. The level of theory is the ωB97M-V functional and the def2-TZVPD basis.

```
21
Properties=species:S:1:pos:R:3:mulliken_charge:R:1
N -0.41892 -0.24548 3.55933 -0.46
C 0.06008 -0.56671 2.31564 0.74
O -0.78559 -1.27217 1.52323 -0.45
O 1.19772 -0.32759 1.93882 -0.72
H 0.24367 0.06716 4.21324 0.26
H -1.14710 -0.88453 3.91132 0.24
H -1.71129 -1.06636 1.74737 0.32
C -0.58964 1.30404 -0.68538 -1.26
C -0.07941 -0.01905 -1.23681 0.30
C -0.07228 -0.07167 -2.72878 -1.36
N 1.34986 -0.19611 -0.75980 -0.12
H -0.41214 1.40449 0.37729 0.33
H -0.06169 2.12560 -1.20412 0.38
H -1.66128 1.41120 -0.85571 0.37
H -0.64939 -0.86427 -0.79084 0.25
H 0.49762 0.78736 -3.18348 0.35
H -1.11756 0.13890 -3.06112 0.36
H 0.32989 -1.02982 -3.08718 0.42
H 1.36477 -0.31086 0.25122 0.26
H 1.75645 -0.99619 -1.20022 0.39
H 1.90622 0.61205 -1.04400 0.40
```

* lowest unoccupied orbital energy: -2.83 eV
* net charge: +1
* gap between HOMO and LUMO: 11.98 eV

Model x:
This record from the OMol25 dataset describes a 2-piece molecular cluster, C4H13N2O2 overall. The level of theory is the ωB97M-V functional and the def2-TZVPD basis.

```
21
Properties=species:S:1:pos:R:3:mulliken_charge:R:1
O 1.28285 0.58258 1.32517 -0.57
C 1.08836 1.20742 0.30776 0.81
N 1.54926 2.48004 0.20020 -0.46
C 0.18023 0.62917 -0.79342 -0.90
N -0.22601 -0.73398 -0.25341 -0.27
C -1.19956 -0.94016 0.87193 -0.36
C -2.53776 -0.30185 0.54941 -1.24
H 1.28704 3.13461 -0.52694 0.23
H 1.72537 3.05824 1.03346 0.28
H -0.62027 1.32022 -0.99273 0.50
H 0.76622 0.39506 -1.72064 0.33
H 0.67771 -1.10090 0.23234 0.42
H -0.47992 -1.35323 -1.01611 0.41
H -0.77450 -0.69365 1.84081 0.34
H -1.22672 -2.06657 0.87444 0.39
H -2.48909 0.78198 0.56762 0.33
H -3.30608 -0.68947 1.20017 0.40
H -2.90894 -0.65500 -0.38660 0.36
H 2.23400 -1.35116 -1.80801 0.27
H 2.86399 -2.12725 -0.62822 0.28
O 2.11382 -1.57609 -0.87724 -0.55
```

* lowest unoccupied orbital energy: -3.10 eV
* net charge: +1
* gap between HOMO and LUMO: 11.25 eV

The data favor model w; the next most stable structure lies 122.7 kJ/mol above it.